The following is a DFT calculation (ωB97M-V/def2-TZVPD) of a 2-piece molecular cluster, C5H9N3O2 overall in a non-equilibrium geometry.

As for the spin multiplicity: 1. The value obtained for the HOMO energy is -9.83 eV. The total energy comes out at -13889.1194 eV. Its LUMO energy is -0.47 eV. The value obtained for the largest force on an atom is 5.158 eV Å⁻¹. The calculation puts the HOMO-LUMO gap at 0.344 hartree.

The geometry in XYZ format:
```
19
Properties=species:S:1:pos:R:3:forces:R:3
H -1.22793 0.93808 1.27673 -0.1 -0.5 1.1
N -1.81095 -1.87840 -1.42486 1.3 0.9 0.5
C 0.00220 0.28289 -0.56038 -1.4 -0.1 -4.4
H -1.54106 -0.80120 1.36230 -0.1 -0.1 -0.1
H 2.51304 0.10506 0.98112 0.3 0.7 0.8
O -0.89504 -2.43536 -0.80550 -0.6 0.0 -0.4
H -0.52623 -0.15044 2.64834 -0.2 0.5 0.1
N 0.62650 1.03778 -1.32359 -2.4 -1.1 0.1
H 0.65215 -1.26574 0.62792 0.5 -0.6 -0.1
C 1.69562 0.79418 0.77622 -1.4 -1.3 0.9
N -1.97430 -0.55546 -1.08860 4.0 -0.2 3.3
O -2.55033 -2.43492 -2.19143 -0.6 0.1 -0.5
H 1.39103 1.55450 1.53664 1.0 -0.7 -0.4
H 2.66548 0.99834 -1.22244 0.3 0.5 0.2
C 0.40201 -0.22915 0.68823 0.3 0.9 1.3
H 1.79626 2.52782 -0.56253 0.8 -0.7 -0.3
C -0.81064 -0.03957 1.60385 0.6 0.6 -0.1
H -2.26708 0.13017 -1.69928 -1.2 0.7 -2.6
C 1.85925 1.42143 -0.62274 -1.2 0.4 0.4
```
Positions in Å, forces in eV/Å.

The following is a DFT calculation (ωB97M-V/def2-TZVPD) of one molecule with the formula C5H9N3O2S in a non-equilibrium geometry.

As for the spin multiplicity: 1. The value obtained for the HOMO energy is -8.38 eV. The total energy comes out at -24727.1522 eV. Its LUMO energy is -0.24 eV. The value obtained for the largest force on an atom is 4.446 eV Å⁻¹. The calculation puts the HOMO-LUMO gap at 0.299 hartree.

The geometry in XYZ format:
```
20
Properties=species:S:1:pos:R:3:forces:R:3
C 1.38577 0.19576 -0.94763 1.6 -0.6 -2.6
N 0.85988 0.33080 0.32739 0.4 1.3 1.7
C 1.24820 -0.78472 1.22405 -3.4 0.8 0.9
H -3.03903 2.09406 -1.13709 -0.2 1.0 0.2
N -3.93410 0.09374 0.96096 -1.1 4.3 -0.1
C -3.04664 0.37073 0.15066 0.9 -1.0 0.5
H 0.80381 -0.50231 -1.60970 1.0 -0.6 0.8
S -1.75498 -0.78740 -0.32526 2.1 -0.7 0.4
H 0.68574 -1.60363 0.74213 0.5 -0.6 1.1
C -0.46659 0.63534 0.46712 -2.6 0.3 -1.2
H 2.26370 -1.01788 1.30971 1.6 0.2 -0.4
H -3.98516 -0.79343 1.28805 -0.1 -3.8 0.8
C -2.46045 1.60450 -0.36860 -0.7 -0.4 -0.9
O -1.70050 -2.05782 0.38246 -0.7 0.8 -0.1
H 1.27841 1.04482 -1.58537 -0.1 1.4 0.1
H 2.50805 0.06937 -0.83659 -1.4 -0.5 -0.6
O -1.71587 -0.79883 -1.77072 -0.1 -0.2 -0.1
H 0.88108 -0.52824 2.29431 0.4 -0.7 -1.8
H -0.65458 0.61252 1.53893 -0.9 0.2 -0.1
N -1.20573 1.76165 -0.34271 2.7 -1.2 1.6
```
Positions in Å, forces in eV/Å.

The following is a DFT calculation (ωB97M-V/def2-TZVPD) of a 2-piece molecular cluster, C5H9N5O2 overall in a non-equilibrium geometry.

As for the spin multiplicity: 1. The value obtained for the HOMO energy (spin up / spin down) is -9.57 / -9.57 eV. The total energy comes out at -16869.6862 eV. Its LUMO energy (spin up / spin down) is -0.38 / -0.39 eV. The value obtained for the largest force on an atom is 5.506 eV Å⁻¹. The calculation puts the HOMO-LUMO gap (spin up / spin down) at 0.338 / 0.338 hartree.

The geometry in XYZ format:
```
21
Properties=species:S:1:pos:R:3:forces:R:3
C 1.05798 0.20512 0.32930 -4.6 -2.6 1.6
H -2.35364 -0.79615 1.75156 0.2 1.0 -1.4
H -0.88336 0.64678 -1.78975 -1.5 -0.4 0.9
H 2.63506 -1.92028 -1.23466 -0.1 -0.3 1.2
C -2.14534 0.84904 0.02266 0.2 0.7 3.8
N 2.31361 1.74591 -0.32112 0.3 1.0 0.7
H -3.18460 0.87458 0.41525 0.0 0.5 -1.9
H 3.46424 -2.04054 0.34002 -0.1 0.2 0.4
H -1.28336 0.56060 2.03020 0.2 -0.9 -1.2
N 1.11306 1.48003 0.20607 -1.5 1.4 -0.2
H -0.66010 2.22454 0.35979 -0.3 -0.7 -0.4
N 2.17191 -0.35240 -0.00460 2.0 0.2 -0.3
O -1.62976 2.16382 0.19018 -0.5 0.0 -0.2
C -1.71043 0.12355 -1.19195 -0.4 -0.6 -2.2
H -2.61999 -0.16042 -1.84021 1.7 0.2 0.7
H 1.63192 -2.30324 0.24721 0.8 0.0 -0.1
O -1.06655 -1.11716 -0.72437 -0.7 0.0 0.0
C -1.64820 -0.09309 1.17555 0.3 0.0 1.7
N 2.98020 0.69501 -0.40345 1.7 -2.0 -0.9
C 2.52558 -1.76520 -0.12122 -0.9 0.3 -2.0
N -0.70823 -1.02051 0.56352 3.1 1.8 -0.2
```
Positions in Å, forces in eV/Å.

The following is a DFT calculation (ωB97M-V/def2-TZVPD) of one molecule with the formula C5H9NO in a non-equilibrium geometry.

As for the spin multiplicity: 1. The value obtained for the HOMO energy is -10.77 eV. The total energy comes out at -8868.2817 eV. Its LUMO energy is 0.84 eV. The value obtained for the largest force on an atom is 1.114 eV Å⁻¹. The calculation puts the HOMO-LUMO gap at 0.427 hartree.

The geometry in XYZ format:
```
16
Properties=species:S:1:pos:R:3:forces:R:3
H -1.38230 0.30039 2.04496 -0.1 -0.1 -0.1
C 0.63748 0.20580 0.45560 0.0 -0.1 0.0
C 0.74104 1.45429 1.23130 0.0 0.8 0.5
H 1.17277 1.00205 -1.50992 0.0 -0.1 0.1
O -1.49819 -0.41330 1.40240 0.0 0.2 0.2
H 1.57908 -0.71185 -1.26577 0.0 0.2 0.1
C 1.53687 0.26861 -0.78344 0.0 0.0 -0.1
H -2.23505 -1.30463 -0.84515 0.2 0.0 0.0
H 2.55498 0.55027 -0.49889 -0.2 0.0 0.0
H -0.82315 -0.85076 -1.81694 0.0 -0.1 0.2
N 0.74715 2.45362 1.81571 0.0 -1.0 -0.5
H -1.30448 0.90497 -0.18620 0.1 -0.1 0.1
H 0.97125 -0.61339 1.10471 0.0 0.1 -0.1
C -0.87235 -0.03532 0.19231 0.1 0.0 -0.3
H -0.67023 -2.07492 -0.52673 0.0 0.1 0.0
C -1.15487 -1.13583 -0.81393 0.0 0.0 0.0
```
Positions in Å, forces in eV/Å.

The following is a DFT calculation (ωB97M-V/def2-TZVPD) of a 2-piece molecular cluster, C5H9NO overall in a non-equilibrium geometry.

As for the spin multiplicity: 1. The value obtained for the HOMO energy is -8.74 eV. The total energy comes out at -8865.3862 eV. Its LUMO energy is 0.72 eV. The value obtained for the largest force on an atom is 1.402 eV Å⁻¹. The calculation puts the HOMO-LUMO gap at 0.348 hartree.

The geometry in XYZ format:
```
16
Properties=species:S:1:pos:R:3:forces:R:3
H 1.79154 0.87247 -1.01377 0.0 -0.2 0.0
H -2.39325 -1.48114 -0.27514 0.0 -0.3 -0.6
O -0.16705 -2.09286 -0.32682 0.4 -0.3 0.3
C -2.10793 1.97113 0.68698 0.8 1.0 -0.5
H 2.26562 -0.80821 -0.65726 -0.2 0.2 0.0
C -1.80725 -0.57758 -0.26141 -0.1 -0.3 -0.3
C 0.63997 -0.02886 0.60187 -0.1 -0.1 0.0
H 0.32902 0.92482 1.03119 0.0 -0.3 -0.2
H -2.35641 0.28321 -0.57486 0.2 0.2 0.6
H 2.73970 0.49536 0.41449 -0.1 0.0 0.0
C -0.49784 -0.78809 -0.05967 -0.3 -0.1 0.1
N -1.25276 2.22247 -0.09232 -0.9 -0.1 0.7
H -0.64607 1.84365 -0.79819 0.0 0.3 0.0
H 0.85804 -0.66494 1.47336 0.1 0.1 0.0
C 1.92364 0.13516 -0.21572 0.1 0.0 -0.1
H 0.68102 -2.30659 0.06728 0.2 -0.1 0.2
```
Positions in Å, forces in eV/Å.

The following is a DFT calculation (ωB97M-V/def2-TZVPD) of one molecule with the formula C5H9NO in a non-equilibrium geometry.

As for the spin multiplicity: 1. The value obtained for the HOMO energy is -10.81 eV. The total energy comes out at -8868.0217 eV. Its LUMO energy is 0.76 eV. The value obtained for the largest force on an atom is 1.111 eV Å⁻¹. The calculation puts the HOMO-LUMO gap at 0.425 hartree.

The geometry in XYZ format:
```
16
Properties=species:S:1:pos:R:3:forces:R:3
H 2.19636 0.24945 0.83526 -0.1 0.1 -0.1
C -0.52481 -0.41148 0.11334 0.0 0.0 -0.1
H -2.60318 0.30314 0.16254 0.1 -0.1 0.0
H -2.37495 -1.28164 -0.61460 0.0 0.2 0.1
N -0.38190 -1.73004 2.38168 -0.1 0.6 -0.9
C 0.22460 0.92708 0.23481 0.0 0.0 -0.1
H 2.18112 -0.92787 -0.95669 0.0 0.2 -0.1
C -0.47742 -1.14829 1.38537 0.1 -0.5 0.8
C -1.93520 -0.29096 -0.46770 -0.1 0.0 0.0
C 1.72063 0.72912 -0.03036 0.0 0.2 0.3
H -0.18901 1.62878 -0.49856 0.1 -0.2 0.0
H 0.04874 -1.00837 -0.60304 -0.1 0.0 0.1
H 2.19884 1.70154 -0.18046 0.0 -0.1 0.1
H 0.08315 1.37824 1.22482 0.0 -0.1 -0.2
H -1.85482 0.19436 -1.44634 -0.1 -0.1 0.2
O 1.94588 -0.02906 -1.21100 0.2 -0.2 0.0
```
Positions in Å, forces in eV/Å.